14
Properties=species:S:1:pos:R:3 method="wB97M-V/def2-TZVPD" smiles="CC#N.C=O.C=O" multiplicity=1
O -1.33 -1.21 -2.66
O -1.34 0.27 0.90
N 1.87 -0.56 -0.11
C 1.64 0.16 0.77
C -2.01 -0.05 -0.06
C 1.39 1.08 1.88
C -0.22 -1.10 -2.20
H 2.23 1.02 2.59
H 0.46 0.80 2.37
H 1.30 2.10 1.50
H -2.26 0.66 -0.87
H 0.07 -1.56 -1.24
H -2.40 -1.08 -0.19
H 0.57 -0.51 -2.69

=====

14
Properties=species:S:1:pos:R:3 method="wB97M-V/def2-TZVPD" multiplicity=1
O 2.47 0.99 -0.95
O 0.12 -0.92 0.50
N -0.40 1.24 1.02
C -0.71 0.16 0.44
C 1.50 -0.59 0.61
C 1.87 -0.04 -0.76
C -1.91 -0.14 -0.42
H -1.65 -0.87 -1.19
H 2.03 -1.53 0.80
H -2.26 0.78 -0.90
H -1.13 1.95 0.89
H 1.48 -0.64 -1.61
H -2.72 -0.56 0.18
H 1.70 0.15 1.39

=====

14
Properties=species:S:1:pos:R:3 method="wB97M-V/def2-TZVPD" multiplicity=1
O 2.04 0.76 -0.92
O 1.48 1.69 0.99
N -2.11 -0.42 1.25
C -0.97 0.12 1.13
C 1.12 0.79 0.06
C -0.23 -0.95 -1.07
C 0.01 0.02 0.07
H 0.65 -1.57 -1.25
H -2.39 -1.02 0.48
H -0.49 -0.43 -2.00
H -0.71 0.76 1.97
H 1.78 0.14 -1.61
H 0.84 1.72 1.71
H -1.05 -1.62 -0.82

=====

14
Properties=species:S:1:pos:R:3 method="wB97M-V/def2-TZVPD" smiles="CC1=C(CO)N1O" multiplicity=1
O -0.56 1.16 -2.15
O -0.12 -1.97 1.47
N -0.72 -0.80 0.84
C 0.34 0.06 0.48
C -0.20 -0.51 -0.54
C -0.91 -0.17 -1.80
C 1.19 0.92 1.30
H 1.91 0.29 1.83
H 0.53 1.38 2.04
H -1.97 -0.18 -1.53
H -0.79 -2.20 2.13
H 0.40 1.18 -2.14
H 1.70 1.68 0.71
H -0.77 -0.85 -2.65

=====

14
Properties=species:S:1:pos:R:3 method="wB97M-V/def2-TZVPD" multiplicity=1
O -2.29 1.36 -0.30
O 1.75 1.66 0.15
N 2.09 -0.57 -0.03
C -0.96 1.35 -0.06
C -0.73 -1.13 0.28
C -0.19 0.26 0.09
C 1.28 0.54 0.09
H -0.54 2.35 0.01
H -0.50 -1.83 -0.54
H -2.54 0.49 -0.65
H -0.31 -1.56 1.20
H 1.71 -1.43 -0.39
H 3.04 -0.37 -0.27
H -1.82 -1.12 0.41

=====

14
Properties=species:S:1:pos:R:3 method="wB97M-V/def2-TZVPD" multiplicity=1
O 0.18 0.28 0.48
O -1.93 0.36 0.07
N -2.29 2.67 -0.28
C 1.82 -2.58 -0.22
C -1.54 1.70 -0.01
C -0.90 -0.46 0.36
C -0.08 1.69 0.29
H 1.99 -2.10 -1.19
H 2.06 -3.64 -0.30
H 0.18 2.23 1.20
H 0.77 -2.44 0.04
H -3.25 2.37 -0.44
H 0.53 2.05 -0.55
H 2.46 -2.12 0.54

=====

Number 1: HOMO energy -10.1 eV, LUMO 0.689 eV, calculated total energy -9844.538 eV. Number 2: HOMO energy -9.8 eV, LUMO 0.824 eV, calculated total energy -9845.613 eV. Number 3: HOMO energy -8.5 eV, LUMO 0.514 eV, calculated total energy -9845.680 eV. Number 4: HOMO energy -8.7 eV, LUMO 0.815 eV, calculated total energy -9841.713 eV. Number 5: HOMO energy -9.1 eV, LUMO 0.563 eV, calculated total energy -9846.553 eV. Number 6: HOMO energy -10.0 eV, LUMO 0.731 eV, calculated total energy -9844.276 eV.